[1]
This record from the Open Molecules 2025 dataset describes a structure of composition C25H37Cl3F5NNiO6Te at a distorted geometry. The level of theory is the ωB97M-V functional and the def2-TZVPD basis.

Properties
- frontier orbital gap (spin up / spin down) (eV) = 6.122 / 6.054
- largest force on an atom (eV Å⁻¹) = 2.0
- charge = -2
- energy relative to the best compared isomer or geometry (same formula, charge and spin) (kcal per mole) = 10.6
- 2S+1 = 3

Each line ends with the Mulliken spin population.
CARTESIAN COORDINATES (ANGSTROEM)
Ni  -0.10965  0.38596  0.12488  1.78
O  -2.20863  -2.30834  1.22994  0.00
Cl  -2.17398  -1.64928  -0.03246  0.00
O  -3.15356  -2.18995  -0.91744  0.00
O  -2.36458  -0.22182  0.17531  0.03
O  -0.85409  -1.73758  -0.64996  0.01
Cl  5.26185  0.38079  -1.65543  0.00
C  3.92308  -0.75782  -1.38802  0.00
Cl  2.61980  -0.04902  -0.45218  0.02
H  4.29849  -1.61102  -0.83572  0.00
H  3.53246  -1.04546  -2.35785  0.00
F  2.76006  -2.10177  1.96879  0.00
Te  1.08492  -2.80844  1.39191  0.01
F  -0.15392  -4.02323  0.71871  0.00
F  0.43648  -3.22422  3.11605  0.00
F  1.80706  -2.84693  -0.34288  0.00
F  2.09115  -4.36283  1.70218  0.00
O  0.47305  -1.07965  1.59654  0.01
C  4.22421  5.03096  2.25771  0.00
C  3.35604  4.30327  1.26077  0.00
C  3.57614  4.44435  -0.10071  0.00
C  2.74509  3.76261  -0.99348  0.01
C  2.96709  3.88185  -2.47941  0.00
C  1.72590  2.96442  -0.52008  0.02
C  1.47252  2.77243  0.86255  0.00
C  2.33137  3.49065  1.72921  0.01
N  0.44429  1.94803  1.24119  -0.01
C  -0.05107  1.99413  2.62976  0.00
C  -1.36160  1.20124  2.70199  0.02
C  -0.42568  3.43465  3.04699  0.00
C  0.90028  1.32240  3.64026  0.00
H  5.01017  5.59767  1.75476  0.00
H  4.70352  4.33331  2.94908  0.00
H  3.63773  5.73045  2.85984  0.00
H  4.37880  5.07646  -0.46876  0.00
H  3.57716  4.75615  -2.71839  0.00
H  2.01962  3.96479  -3.01588  0.00
H  3.47874  2.99801  -2.87078  0.00
H  1.06945  2.47078  -1.22618  -0.01
H  2.21720  3.41592  2.79914  0.00
H  -2.05536  1.54553  1.93388  -0.01
H  -1.83175  1.37245  3.67513  0.00
H  -1.20482  0.12857  2.58804  0.00
H  -1.41762  3.67670  2.65778  0.00
H  0.26328  4.18779  2.67143  0.00
H  -0.46126  3.51791  4.13777  0.00
H  1.11984  0.31097  3.29819  0.00
H  0.41295  1.25752  4.61882  0.00
H  1.84623  1.84350  3.77402  0.00
C  -3.67142  2.57709  -0.45326  0.00
C  -2.73689  3.08982  -1.54967  0.00
C  -1.51273  3.77245  -0.94844  0.00
C  -2.43887  2.05077  -2.62514  0.00
C  -3.35610  1.98745  -3.67055  0.00
C  -3.17159  1.19607  -4.78949  0.00
C  -1.97182  0.50561  -4.89737  0.00
C  -1.02056  0.52764  -3.89092  0.00
C  0.31721  -0.13820  -4.16688  0.00
C  0.55470  -1.44095  -3.40441  0.00
C  1.49974  0.81464  -3.97937  0.00
C  -1.29296  1.20579  -2.66153  0.01
O  -0.45530  1.06840  -1.66985  0.09
H  -3.84935  3.35889  0.29313  0.00
H  -3.25048  1.71155  0.05095  0.00
H  -4.63478  2.27216  -0.87035  0.00
H  -3.29074  3.86980  -2.08898  0.00
H  -0.98013  3.12422  -0.25362  0.00
H  -1.82495  4.66715  -0.39874  0.00
H  -0.80721  4.08036  -1.72308  0.00
H  -4.24377  2.61210  -3.59799  0.00
H  -3.91490  1.15635  -5.57697  0.00
H  -1.75200  -0.05643  -5.80150  0.00
H  0.28677  -0.38887  -5.23539  0.00
H  0.71232  -1.25496  -2.34497  0.00
H  1.44187  -1.94786  -3.80195  0.00
H  -0.29426  -2.12069  -3.48658  0.00
H  1.60543  1.09433  -2.93259  0.00
H  1.36910  1.72979  -4.56198  0.00
H  2.42967  0.33565  -4.30707  0.00

***

[2]
This record from the Open Molecules 2025 dataset describes a structure of composition C25H37F6N3O7PSV. The level of theory is the ωB97M-V functional and the def2-TZVPD basis.

Properties
- frontier orbital gap (spin up / spin down) (eV) = 8.196 / 8.249
- largest force on an atom (eV Å⁻¹) = 0.8
- charge = 0
- energy relative to the best compared isomer or geometry (same formula, charge and spin) (kcal per mole) = 0.0
- 2S+1 = 3

Each line ends with the Mulliken spin population.
CARTESIAN COORDINATES (ANGSTROEM)
V  0.97886  -0.32253  1.21749  1.93
C  4.23113  -7.22479  0.70866  0.00
O  3.18335  -6.33270  1.05960  0.00
C  3.40256  -5.01096  0.94360  0.01
C  4.61410  -4.46692  0.47339  -0.01
C  4.73660  -3.10567  0.40711  0.01
C  3.69229  -2.22994  0.76770  0.03
C  3.85242  -0.81281  0.68308  0.02
C  5.17688  -0.14574  0.44428  0.00
O  2.89504  -0.01711  0.81918  -0.02
C  2.47000  -2.79877  1.23164  -0.01
O  1.43582  -2.09423  1.61617  0.00
C  2.35654  -4.18878  1.31528  0.00
H  3.84283  -8.22151  0.89399  0.00
H  5.11351  -7.05753  1.32945  0.00
H  4.49441  -7.12841  -0.34673  0.00
H  5.43483  -5.09845  0.17016  0.00
H  5.66850  -2.69992  0.04083  0.00
H  6.03102  -0.81216  0.43380  0.00
H  5.31063  0.58960  1.23832  0.00
H  5.12938  0.40037  -0.49939  0.00
H  1.43785  -4.61613  1.69119  0.00
C  2.38539  2.73757  0.90580  0.00
N  1.16580  2.10574  0.37833  -0.01
C  1.27180  2.02685  -1.07947  0.01
C  0.05888  2.99034  0.77146  0.02
C  -1.30797  2.50346  0.36147  -0.01
N  -1.68613  1.24674  0.97695  0.03
C  -2.01899  1.39600  2.38907  0.01
C  -2.83644  0.71042  0.26507  0.01
H  2.43187  3.78822  0.58924  0.00
H  3.26530  2.22666  0.53275  0.00
H  2.38664  2.69354  1.99298  0.00
H  1.39269  3.02549  -1.52347  0.00
H  0.39161  1.55025  -1.50557  0.00
H  2.13746  1.42075  -1.34414  0.00
H  0.21596  3.98432  0.32364  0.00
H  0.11772  3.12656  1.85144  0.00
H  -1.33988  2.36330  -0.71965  0.00
H  -2.04363  3.29941  0.58452  0.00
H  -2.91397  2.02638  2.52276  0.00
H  -1.19633  1.83324  2.94543  0.00
H  -2.21444  0.41384  2.81915  0.00
H  -3.68234  1.41785  0.27668  0.00
H  -3.15760  -0.22159  0.72628  0.00
H  -2.57083  0.52142  -0.77858  0.00
F  0.98748  0.93944  2.81318  0.01
P  1.37230  0.39631  4.50046  0.00
F  0.36326  -0.80959  4.18917  0.00
F  2.34214  1.65926  4.56611  0.00
F  2.55630  -0.45190  3.80721  0.00
F  1.70700  -0.10712  5.94791  0.00
F  0.14995  1.31013  4.95549  0.00
C  -5.73062  4.25037  -1.33415  0.00
C  -4.89115  3.22505  -2.04180  0.00
C  -5.39272  1.96347  -2.34033  0.00
C  -4.61140  1.01723  -2.98861  0.00
C  -3.30848  1.33515  -3.33362  0.00
C  -2.78929  2.59309  -3.05868  0.00
C  -3.58255  3.52761  -2.41882  0.00
S  -2.28064  0.11469  -4.08812  0.00
O  -1.22810  0.79310  -4.78785  0.00
O  -3.15125  -0.82411  -4.73474  0.00
N  -1.55499  -0.63247  -2.83094  0.00
C  -2.13764  -1.81911  -2.21844  0.00
C  -1.13673  -2.46816  -1.25876  0.00
C  -0.62261  -1.50721  -0.21852  0.00
O  -1.04504  -1.44661  0.93552  0.00
O  0.37969  -0.73729  -0.56150  -0.04
H  -6.71938  3.85978  -1.09852  0.00
H  -5.85657  5.14113  -1.95167  0.00
H  -5.25799  4.56322  -0.40113  0.00
H  -6.41089  1.71576  -2.06556  0.00
H  -5.01317  0.04375  -3.23761  0.00
H  -1.77650  2.83308  -3.35706  0.00
H  -3.18045  4.51127  -2.20400  0.00
H  -0.54671  -0.56744  -2.87635  0.00
H  -2.43619  -2.54397  -2.97701  0.00
H  -3.03356  -1.52528  -1.66495  0.00
H  -0.28098  -2.84807  -1.81897  0.00
H  -1.62372  -3.29625  -0.74829  0.00

***

[3]
This record from the Open Molecules 2025 dataset describes a structure of composition C25H37N2O2S3Ta. The level of theory is the ωB97M-V functional and the def2-TZVPD basis.

Properties
- frontier orbital gap (eV) = 5.012
- largest force on an atom (eV Å⁻¹) = 0.3
- charge = +4
- energy relative to the best compared isomer or geometry (same formula, charge and spin) (kcal per mole) = 0.0

Each line ends with the Mulliken charge.
CARTESIAN COORDINATES (ANGSTROEM)
Ta  -0.83463  -0.81001  2.28952  1.31
C  -2.28786  1.77760  -4.06377  -1.46
C  -3.13697  0.63326  -3.45911  1.56
C  -4.61548  1.01751  -3.48453  -2.08
C  -2.92139  -0.65949  -4.28788  -1.41
C  -2.63736  0.36717  -2.07370  0.19
C  -3.46478  0.42096  -0.93219  -0.70
C  -2.95351  0.16611  0.30478  -0.84
N  -1.63264  -0.15230  0.50629  -0.39
C  -0.80494  -0.25044  -0.60082  0.27
C  -1.28259  0.01334  -1.85118  -0.53
C  0.56326  -0.72701  -0.30085  0.39
C  1.53174  -0.93280  -1.23834  -0.55
C  2.79254  -1.48907  -0.90416  0.26
C  2.98212  -1.82663  0.45264  -0.76
C  1.99986  -1.59590  1.36706  -0.73
N  0.79145  -1.02932  1.03681  -0.13
C  3.82679  -1.72198  -1.95878  1.56
C  4.11757  -0.37147  -2.65698  -1.47
C  3.22176  -2.71204  -2.98862  -1.41
C  5.12172  -2.30103  -1.39125  -2.10
H  -2.64685  1.95997  -5.07625  0.47
H  -1.22888  1.52576  -4.13753  0.35
H  -2.40037  2.70346  -3.49846  0.40
H  -4.91334  1.20224  -4.51519  0.42
H  -4.81376  1.93549  -2.92708  0.47
H  -5.25762  0.21807  -3.10933  0.45
H  -3.28226  -0.46777  -5.29806  0.46
H  -3.48939  -1.49709  -3.88217  0.39
H  -1.87010  -0.94021  -4.36562  0.36
H  -4.51569  0.65789  -1.02414  0.65
H  -3.58805  0.19483  1.18425  0.74
H  -0.62427  -0.07394  -2.70318  0.78
H  1.33058  -0.69068  -2.27173  0.77
H  3.90520  -2.28237  0.78303  0.64
H  2.13638  -1.87685  2.40452  0.79
H  3.23891  0.05055  -3.14689  0.35
H  4.86282  -0.55056  -3.43141  0.47
H  4.52927  0.36039  -1.96103  0.39
H  2.33174  -2.31684  -3.48025  0.36
H  2.98539  -3.67349  -2.53210  0.40
H  3.97164  -2.88242  -3.76076  0.46
H  5.59330  -1.62966  -0.67036  0.47
H  5.83117  -2.44094  -2.20502  0.42
H  4.97149  -3.28026  -0.93227  0.45
C  1.95565  2.02225  2.68623  -0.29
C  2.14243  1.01542  3.80861  -0.84
S  0.79826  -0.22310  4.10744  -0.03
C  -0.34345  0.34161  5.42405  -0.92
C  -1.31341  1.43007  4.99883  -0.49
S  -2.05518  1.13031  3.33591  -0.05
C  -1.91483  2.72321  2.41952  -0.79
C  -0.56077  3.05463  1.81441  -0.34
S  0.76101  3.33950  3.02620  -0.01
H  1.73822  1.54271  1.73032  -0.06
H  2.92803  2.50782  2.56719  0.50
H  2.25175  1.49241  4.78526  0.57
H  3.01878  0.38373  3.65126  0.52
H  0.27946  0.68310  6.25471  0.65
H  -0.84039  -0.57183  5.74613  0.40
H  -0.82611  2.39854  4.89747  0.36
H  -2.13989  1.49607  5.70896  0.55
H  -2.23314  3.45817  3.16315  0.61
H  -2.70354  2.66495  1.66778  0.47
H  -0.69582  3.98873  1.26299  0.52
H  -0.24518  2.30928  1.08036  -0.08
O  -1.70643  -1.82311  3.90646  -0.42
C  -1.89206  -2.86776  3.19171  0.18
O  -1.47980  -2.73730  1.98410  -0.33
H  -2.35754  -3.78142  3.57304  0.42

***

The lowest largest force on an atom belongs to which entry?
C25H37N2O2S3Ta

***

charge of number 1 (C25H37Cl3F5NNiO6Te)?
-2